Entry 1:
Below is 2 unconnected molecules or ions with the total composition C4H10N2S2 in a non-equilibrium geometry, with properties calculated with ωB97M-V/def2-TZVPD.

As for the total charge: 0. The value obtained for the HOMO-LUMO gap (spin up / spin down) is 7.211 / 7.203 eV. The calculation puts the electronic energy at -28955.7181 eV. Its spin multiplicity is 1. The relative energy (zero: lowest compared OMol25 entry of this formula, charge and spin) is 5.285 eV. Its lowest unoccupied orbital energy (spin up / spin down) is 0.1 / 0.1 eV. The HOMO energy (spin up / spin down) comes out at -7.116 / -7.115 eV.

Cartesian coordinates (Å):
C -2.0122 0.1734 0.1773
C 0.1093 1.5731 1.0993
C 1.1820 -1.6643 0.2297
C 1.0120 0.3301 -1.1514
N 0.0565 0.1821 1.0273
N 0.8942 -0.3094 0.1508
S -2.7586 1.5391 -0.2538
S -2.2747 -1.4189 -0.1236
H 0.1813 1.8520 2.0887
H 0.8851 1.9885 0.5879
H -0.8019 2.0920 0.7318
H 1.5941 -2.0789 -0.7121
H 1.9158 -1.7664 0.9946
H 0.2970 -2.3113 0.6585
H 0.2376 1.0800 -1.3769
H 1.9651 0.6673 -1.1914
H 0.9697 -0.3731 -1.9209
H -3.4525 -1.5552 -1.0158

=====

Entry 2:
Below is 9 unconnected molecules or ions with the total composition C34H50Br4O3 in a non-equilibrium geometry, with properties calculated with ωB97M-V/def2-TZVPD.

As for the total charge: 0. The value obtained for the HOMO-LUMO gap is 9.647 eV. The calculation puts the electronic energy at -322380.2131 eV. Its spin multiplicity is 1. As for the SMILES: c1ccccc1.c1ccccc1.c1ccccc1.c1ccccc1.BrCCBr.BrCCBr.CCO.CCO.CCO. Its lowest unoccupied orbital energy is 0.5 eV. The HOMO energy comes out at -9.158 eV.

Cartesian coordinates (Å):
Br 6.9335 3.5549 -2.7746
C 4.9927 3.9065 -2.7607
C 4.2434 2.6789 -3.1636
Br 2.3739 2.9808 -2.7916
H 4.7351 4.7486 -3.3935
H 4.8159 4.1818 -1.7270
H 4.5304 1.7702 -2.6493
H 4.2707 2.5086 -4.2339
Br 5.1291 -2.6275 -1.7105
C 4.0358 -3.2996 -0.2432
C 2.9148 -4.1224 -0.7645
Br 1.8115 -4.7173 0.7663
H 3.6757 -2.4377 0.3142
H 4.6652 -3.8311 0.4656
H 3.2333 -5.0287 -1.2635
H 2.2462 -3.5734 -1.4173
C 0.0325 -2.1868 -3.3124
C 0.6102 -1.2219 -4.1122
C 0.8754 -1.4861 -5.4542
C 0.5409 -2.7098 -6.0090
C -0.0591 -3.6693 -5.1980
C -0.2341 -3.4462 -3.8359
H -0.2108 -1.9575 -2.2816
H 0.8093 -0.2086 -3.7925
H 1.4632 -0.7844 -6.0361
H 0.8692 -3.0370 -6.9880
H -0.3316 -4.6556 -5.5581
H -0.6953 -4.2358 -3.2558
C -5.5408 -1.1988 0.1495
C -5.0653 -0.9629 1.4352
C -3.7352 -1.2370 1.7448
C -2.8498 -1.5208 0.7143
C -3.3288 -1.7640 -0.5702
C -4.6811 -1.5688 -0.8651
H -6.6072 -1.0730 -0.0115
H -5.7219 -0.5743 2.2035
H -3.3320 -1.1071 2.7404
H -1.7869 -1.6722 0.8834
H -2.6449 -2.0631 -1.3530
H -4.9515 -1.7150 -1.9050
C -3.0259 -3.7894 4.2079
C -1.7951 -3.2346 3.8715
C -1.0787 -3.7444 2.8015
C -1.7118 -4.5951 1.8965
C -2.9674 -5.0968 2.2016
C -3.5897 -4.7854 3.4063
H -3.6336 -3.4489 5.0392
H -1.4230 -2.4711 4.5453
H -0.0870 -3.3637 2.5855
H -1.1971 -4.9969 1.0330
H -3.4461 -5.8535 1.5860
H -4.5141 -5.2248 3.7556
C 2.0414 4.9192 0.2701
C 3.1160 5.7870 0.4173
C 3.9635 5.6226 1.5119
C 3.7034 4.6342 2.4577
C 2.6358 3.7603 2.3033
C 1.8199 3.9012 1.1906
H 1.3607 4.9882 -0.5651
H 3.3364 6.5156 -0.3522
H 4.8855 6.1899 1.5612
H 4.4543 4.5501 3.2383
H 2.4777 3.0189 3.0783
H 0.9793 3.2264 1.0467
C 0.8775 -0.5417 0.7381
C 0.8078 0.1923 -0.5712
O 1.9135 -0.1937 -1.3855
H 1.5356 -1.4129 0.7163
H -0.0823 -0.9246 1.0928
H 1.2229 0.0925 1.5554
H 0.9298 1.2629 -0.3512
H -0.1485 0.0560 -1.0918
H 2.0299 0.4624 -2.0754
C -2.3028 1.1907 4.2594
C -1.5010 1.5589 3.0060
O -0.1920 1.9142 3.3780
H -2.5518 2.0911 4.8199
H -1.6146 0.5571 4.8276
H -3.1912 0.5813 4.1115
H -2.0180 2.3458 2.4606
H -1.4162 0.7085 2.3354
H -0.2430 2.5935 4.0594
C -2.4269 2.9067 -0.0909
C -2.2269 3.6592 -1.3917
O -0.9895 4.3484 -1.4026
H -1.6592 2.1340 0.0083
H -3.4390 2.5482 0.0495
H -2.1367 3.6197 0.6955
H -3.0138 4.3646 -1.6366
H -2.1582 2.9524 -2.2303
H -0.3414 3.7874 -0.9601

=====

Entry 3:
Below is a molecular structure, C30H22HgNO2Si in a non-equilibrium geometry, with properties calculated with ωB97M-V/def2-TZVPD.

As for the total charge: -2. The value obtained for the HOMO-LUMO gap (spin up / spin down) is 2.544 / 5.842 eV. The calculation puts the electronic energy at -49103.4916 eV. Its spin multiplicity is 2. Its lowest unoccupied orbital energy (spin up / spin down) is 4.4 / 4.4 eV. The HOMO energy (spin up / spin down) comes out at 1.816 / -1.483 eV.

Cartesian coordinates (Å):
Hg 0.3761 0.8795 -0.0907
C -4.6923 3.6494 -2.4148
C -3.5943 4.3100 -1.8016
C -2.3251 3.7232 -1.6928
C -2.0780 2.4736 -2.2581
C -3.2144 1.7624 -2.6813
C -4.4715 2.3326 -2.8517
Si -0.2816 1.9011 -2.2533
C -0.0233 0.6306 -3.6877
C -0.8425 0.8582 -4.7608
C -0.7534 0.1004 -5.9368
C 0.2536 -0.8713 -5.9823
C 1.2077 -1.0328 -4.9136
C 1.0402 -0.2704 -3.7431
H -5.6387 4.1259 -2.4919
H -3.6725 5.2834 -1.3051
H -1.5254 4.3208 -1.2472
H -3.1165 0.7095 -2.8766
H -5.2804 1.7273 -3.2977
H 0.5350 3.0638 -2.7069
H -1.6348 1.5918 -4.6666
H -1.5588 0.2478 -6.6556
H 0.3343 -1.5431 -6.8341
H 1.9573 -1.7986 -4.9940
H 1.6352 -0.4975 -2.8748
O 2.7784 -1.1848 -0.1442
C 2.8471 -0.6061 0.9134
N 1.9096 0.3044 1.3736
C 2.1303 0.6277 2.7154
O 1.4442 1.4488 3.3336
C 3.4114 -0.0913 3.1293
C 4.0616 -0.0845 4.3475
C 5.2612 -0.7922 4.4002
C 5.7515 -1.4757 3.2722
C 5.0247 -1.5008 2.0704
C 3.8175 -0.7995 2.0043
H 3.6084 0.4419 5.1698
H 5.8264 -0.7689 5.3288
H 6.7562 -1.9217 3.3089
H 5.2538 -2.1118 1.2342
C -1.0259 -1.5790 4.8945
C -0.8849 -0.2471 4.4467
C -0.9968 0.0698 3.1300
C -1.1117 -0.9412 2.1523
C -1.0460 -0.6937 0.7638
C -1.5504 -1.6069 -0.0812
C -1.9632 -2.9193 0.3545
C -1.6619 -3.2789 1.6434
C -1.3938 -2.3130 2.6240
C -1.3063 -2.5771 4.0283
H -0.8208 -1.7289 5.9253
H -0.5632 0.5154 5.1382
H -0.9733 1.1047 2.7294
H -1.7431 -1.3584 -1.0855
H -2.3942 -3.5868 -0.3830
H -1.7047 -4.3901 1.9196
H -1.3779 -3.6325 4.3612

=====

The highest electronic energy belongs to which entry?
C4H10N2S2

=====

The lowest electronic energy belongs to which entry?
C34H50Br4O3

=====

Among the records above, which one has the lowest total charge?
C30H22HgNO2Si

=====

Which value of total charge does entry 2 give?
0